1.
Formula: C14H21N9O3PtS
Source: OMol25
Level of theory: wB97M-V/def2-TZVPD

HOMO energy (alpha / beta): -14.7 / -14.7 eV
Total charge: +2
Orbital gap (alpha / beta): 5.92 / 5.99 eV
Multiplicity: 1
Lowest unoccupied orbital energy (alpha / beta): -8.756 / -8.745 eV

Structure (XYZ):
```
49
Properties=species:S:1:pos:R:3:nbo_charge:R:1
Pt 0.186 0.482 -0.175 1.0714
N 3.360 3.163 0.586 -0.6989
C 2.407 2.250 0.630 0.2120
S 0.774 2.639 0.477 0.1383
N 2.818 0.961 0.858 -0.1984
N 1.860 0.123 0.869 -0.1779
C 2.243 -1.116 1.360 0.0488
C 1.412 -2.118 1.729 -0.1137
C 1.987 -3.364 2.177 -0.2067
C 1.202 -4.346 2.641 -0.1539
C -0.246 -4.182 2.728 -0.1038
C -0.851 -3.053 2.328 -0.3067
C -0.071 -1.959 1.789 0.5694
O -0.615 -0.926 1.401 -0.6052
H 3.137 4.134 0.436 0.4365
H 4.316 2.908 0.789 0.4376
H 3.306 -1.240 1.535 0.2496
H 3.061 -3.495 2.129 0.2434
H 1.649 -5.275 2.970 0.2527
H -0.842 -4.996 3.122 0.2512
H -1.923 -2.920 2.382 0.2549
N 0.464 -2.288 -1.172 -0.6522
N 0.290 -2.175 -2.547 -0.4182
C 0.259 -0.998 -3.208 0.6318
N 0.093 -1.096 -4.520 -0.7514
N 0.382 0.138 -2.498 -0.5427
N 0.398 1.356 -3.198 0.6366
O 0.348 1.391 -4.420 -0.3980
O 0.465 2.347 -2.514 -0.3769
H 1.391 -2.650 -0.977 0.3759
H -0.230 -2.928 -0.804 0.3839
H 0.224 -3.019 -3.093 0.3970
H -0.035 -1.989 -4.967 0.4174
H 0.104 -0.250 -5.071 0.4593
C -2.994 3.243 -3.026 -0.5946
C -3.275 3.081 -1.520 -0.1696
C -2.958 4.393 -0.776 -0.5922
C -4.724 2.643 -1.269 -0.5910
C -2.342 2.058 -1.009 0.5861
N -1.619 1.263 -0.611 -0.4939
H -3.674 4.001 -3.416 0.2447
H -3.171 2.313 -3.567 0.2213
H -1.970 3.574 -3.205 0.2316
H -3.656 5.157 -1.117 0.2448
H -1.944 4.731 -0.992 0.2236
H -3.076 4.278 0.303 0.2269
H -5.382 3.417 -1.664 0.2428
H -4.929 2.527 -0.205 0.2301
H -4.952 1.706 -1.778 0.2263
```



2.
Formula: C4H12
Source: OMol25
Level of theory: wB97M-V/def2-TZVPD

SMILES: CC.CC
HOMO energy: -11.1 eV
Total charge: 0
Orbital gap: 12.21 eV
Multiplicity: 1
Lowest unoccupied orbital energy: 1.082 eV

Structure (XYZ):
```
16
Properties=species:S:1:pos:R:3:nbo_charge:R:1
C -0.495 1.191 1.324 -0.6088
C -0.890 2.378 2.156 -0.6202
H -1.222 0.901 0.521 0.2033
H 0.413 1.113 0.856 0.2022
H -0.391 0.334 2.091 0.1919
H -0.949 3.219 1.466 0.2074
H -0.277 2.442 3.147 0.2189
H -2.038 2.270 2.349 0.2055
C 0.609 -2.158 -2.412 -0.6133
C 0.800 -1.378 -1.079 -0.6208
H 1.362 -1.783 -3.183 0.2081
H 0.737 -3.224 -2.232 0.2095
H -0.475 -1.958 -2.900 0.2006
H 0.215 -1.761 -0.190 0.2085
H 0.541 -0.287 -1.099 0.2068
H 1.941 -1.464 -0.760 0.2004
```



3.
Formula: C5H10N
Source: OMol25
Level of theory: wB97M-V/def2-TZVPD

SMILES: C=[NH+]C(=C)CC
HOMO energy: -14.2 eV
Total charge: +1
Orbital gap: 8.43 eV
Multiplicity: 1
Lowest unoccupied orbital energy: -5.721 eV

Structure (XYZ):
```
16
Properties=species:S:1:pos:R:3:nbo_charge:R:1
C -0.227 -1.999 0.235 0.0904
N 0.499 -1.254 -0.565 -0.4122
C 0.105 0.113 -0.747 0.1258
C 0.685 0.752 -1.840 -0.2838
C -0.763 0.781 0.220 -0.4868
C 0.025 0.998 1.516 -0.6236
H -0.071 -3.208 0.243 0.2687
H -1.116 -1.552 0.677 0.2343
H 1.202 -1.633 -1.156 0.4523
H 0.776 1.768 -2.044 0.2385
H 1.121 0.097 -2.619 0.2047
H -1.686 0.194 0.548 0.2304
H -1.135 1.783 -0.147 0.2747
H 1.144 0.950 1.380 0.2246
H -0.215 1.922 1.960 0.2460
H -0.344 0.288 2.340 0.2159
```



4.
Formula: C25H29NO5PSTl
Source: OMol25
Level of theory: wB97M-V/def2-TZVPD

HOMO energy: -8.3 eV
Total charge: 0
Orbital gap: 8.66 eV
Multiplicity: 1
Lowest unoccupied orbital energy: 0.402 eV

Structure (XYZ):
```
63
Properties=species:S:1:pos:R:3:nbo_charge:R:1
Tl 1.574 -2.210 0.567 0.8323
C 3.911 0.531 2.146 -0.6160
C 2.506 0.976 1.772 0.1344
C 2.185 2.340 2.350 -0.6257
O 1.627 -0.014 2.351 -0.7497
C 2.335 0.946 0.222 0.7743
O 2.053 1.979 -0.377 -0.6872
O 2.524 -0.202 -0.321 -0.9289
H 4.027 0.550 3.230 0.2148
H 4.648 1.202 1.702 0.2132
H 4.097 -0.481 1.786 0.2234
H 2.329 2.323 3.431 0.2062
H 1.154 2.622 2.133 0.2177
H 2.829 3.099 1.908 0.2288
H 0.724 0.289 2.191 0.4793
O -0.610 -2.735 -2.626 -0.5723
N 0.523 -1.947 -2.390 -0.1515
C 0.264 -0.704 -2.390 0.0357
C -1.070 -0.101 -2.644 -0.1110
C -1.530 0.034 -3.951 -0.1322
C -2.751 0.635 -4.200 -0.2117
C -3.523 1.107 -3.145 -0.2111
C -3.071 0.968 -1.845 -0.1858
C -1.845 0.359 -1.580 -0.3050
P -1.220 0.110 0.121 0.8086
C -1.873 1.609 0.941 -0.3623
C -3.051 1.666 1.684 -0.1564
C -3.460 2.864 2.252 -0.2316
C -2.705 4.015 2.073 -0.2066
C -1.533 3.965 1.332 -0.1963
C -1.112 2.767 0.775 -0.2246
C -2.295 -1.232 0.743 -0.2558
C -3.153 -1.966 -0.070 -0.2364
C -3.857 -3.047 0.447 -0.1955
C -3.713 -3.405 1.777 -0.2123
C -2.851 -2.684 2.595 -0.2102
C -2.139 -1.616 2.077 -0.2304
H -0.265 -3.633 -2.584 0.4782
H 1.112 -0.067 -2.153 0.2594
H -0.922 -0.332 -4.768 0.2106
H -3.101 0.741 -5.219 0.2159
H -4.476 1.582 -3.338 0.2168
H -3.672 1.337 -1.022 0.2241
H -3.650 0.775 1.820 0.2108
H -4.374 2.899 2.830 0.2136
H -3.028 4.949 2.515 0.2140
H -0.936 4.857 1.195 0.2175
H -0.181 2.725 0.216 0.2560
H -3.269 -1.702 -1.114 0.2283
H -4.519 -3.610 -0.198 0.2136
H -4.263 -4.247 2.177 0.2148
H -2.725 -2.961 3.633 0.2166
H -1.457 -1.070 2.721 0.2123
C 5.714 -1.014 -0.659 -0.8311
S 5.012 -2.625 -1.024 1.2597
C 4.001 -2.097 -2.409 -0.8353
O 4.066 -2.950 0.101 -1.0405
H 6.354 -0.723 -1.492 0.2304
H 6.310 -1.117 0.245 0.2383
H 4.899 -0.307 -0.515 0.2669
H 4.657 -1.793 -3.225 0.2301
H 3.363 -1.277 -2.083 0.2758
H 3.400 -2.949 -2.717 0.2413
```



5.
Formula: C5H8N
Source: OMol25
Level of theory: wB97M-V/def2-TZVPD

HOMO energy (alpha / beta): -13.1 / -13.5 eV
Total charge: +1
Orbital gap (alpha / beta): 6.59 / 7.32 eV
Multiplicity: 1
Lowest unoccupied orbital energy (alpha / beta): -6.478 / -6.225 eV

Structure (XYZ):
```
14
Properties=species:S:1:pos:R:3:nbo_charge:R:1
C -0.563 -0.080 -0.159 0.0297
C -0.276 0.297 1.084 0.1817
C 0.606 1.487 3.173 -0.0853
C 0.502 0.470 2.170 -0.3071
C -0.304 -0.996 -2.423 -0.4089
N 0.211 -0.517 -1.140 -0.4998
H -1.721 -0.043 -0.380 0.2727
H 1.633 1.390 3.444 0.2051
H -0.052 2.082 3.692 0.2273
H 1.178 -0.250 2.584 0.2890
H -1.333 -0.976 -2.437 0.2140
H 0.035 -0.332 -3.222 0.2295
H 0.026 -2.056 -2.595 0.2303
H 1.144 -0.890 -0.940 0.4219
```



6.
Formula: C19H21BCoN2O2
Source: OMol25
Level of theory: wB97M-V/def2-TZVPD

HOMO energy (alpha / beta): -5.7 / -7.9 eV
Total charge: 0
Orbital gap (alpha / beta): 5.08 / 7.22 eV
Multiplicity: 4
Lowest unoccupied orbital energy (alpha / beta): -0.583 / -0.643 eV
⟨S²⟩: 3.789

Structure (XYZ):
```
46
Properties=species:S:1:pos:R:3:lowdin_spin:R:1
C 5.023 -3.046 -0.706 0.0002
C 4.709 -3.466 -2.145 0.0001
H 5.743 -2.221 -0.682 0.0000
H 5.451 -3.877 -0.135 0.0000
H 4.119 -2.715 -0.184 0.0002
H 4.131 -2.695 -2.666 0.0001
H 5.627 -3.636 -2.718 0.0000
H 4.126 -4.393 -2.170 0.0000
C 0.802 2.637 1.360 0.0232
C 0.594 3.937 1.805 0.0055
C -0.193 4.793 1.037 0.0226
C -0.743 4.318 -0.148 0.0007
H 1.405 1.917 1.909 0.0009
H 1.043 4.265 2.737 -0.0001
H -0.378 5.815 1.353 0.0014
H -1.358 4.968 -0.760 -0.0002
N 0.273 2.174 0.216 0.0321
C -0.495 2.998 -0.542 0.0281
C -1.032 2.406 -1.777 0.0295
N -0.694 1.104 -2.014 0.0613
C -1.157 0.509 -3.131 0.0247
C -2.315 2.489 -3.821 0.0205
C -1.964 1.160 -4.053 0.0056
H -0.858 -0.524 -3.267 0.0014
H -2.306 0.628 -4.934 0.0001
C -1.842 3.111 -2.672 0.0013
H -2.101 4.143 -2.469 0.0000
H -2.945 3.031 -4.520 0.0013
Co 0.508 0.206 -0.592 2.5048
C 0.577 -1.585 -1.565 0.0565
H 1.008 -1.381 -2.554 0.0227
H -0.463 -1.927 -1.654 0.0043
H 1.169 -2.348 -1.061 0.0121
O -1.388 0.220 1.923 0.0189
B -0.795 -0.525 0.838 0.0942
O -0.947 -1.942 1.058 0.0146
C -1.522 -2.005 2.263 0.0041
C -1.816 -3.162 2.981 0.0004
C -2.385 -3.021 4.257 -0.0001
C -2.650 -1.739 4.781 0.0002
C -2.348 -0.585 4.033 0.0005
C -1.781 -0.750 2.770 0.0060
H -1.596 -4.140 2.572 0.0001
H -2.613 -3.903 4.842 0.0000
H -3.082 -1.644 5.769 0.0001
H -2.539 0.402 4.434 0.0000
```



7.
Formula: C3H8OSi
Source: OMol25
Level of theory: wB97M-V/def2-TZVPD

SMILES: O=CCC[SiH3]
HOMO energy: -9.8 eV
Total charge: 0
Orbital gap: 10.59 eV
Multiplicity: 1
Lowest unoccupied orbital energy: 0.835 eV

Structure (XYZ):
```
13
Properties=species:S:1:pos:R:3:nbo_charge:R:1
O -0.001 1.735 2.216 -0.5285
C -0.857 1.070 1.710 0.4363
C -0.752 0.125 0.603 -0.5090
C 0.556 0.183 -0.196 -0.8568
Si 0.705 -1.018 -1.670 0.8905
H -1.794 1.152 2.284 0.1059
H -1.628 0.279 0.101 0.2229
H -0.972 -0.856 1.113 0.2383
H 1.295 -0.083 0.562 0.2479
H 0.971 1.236 -0.465 0.2636
H -0.149 -2.131 -1.742 -0.1734
H 2.002 -1.561 -1.555 -0.1789
H 0.624 -0.132 -2.960 -0.1588
```



Energy relative to the best compared isomer or geometry (same formula, charge and spin) for the records above, in order: 32.4, 27.6, 47.7, 0.0, 120.8, 3.4, 43.2 kcal/mol